ORCA calculation (ωB97M-V/def2-TZVPD) on a single C3H9N3O molecule.

Output
Frontier orbital gap, eV: 10.02
SMILES: NCNC(=O)CN
DFT total energy, Ha: -359.208141
ΔE to the lowest compared entry with this formula, charge and spin, kcal per mole: 22.8

```
! RIJCOSX wB97M-V def2-TZVPD def2/J DEFGRID3
* xyz 0 1
N 0.6656 -2.4130 1.1362
C 1.3335 -1.2431 0.5266
N 0.3472 -0.1911 0.4987
C -0.5730 -0.0494 -0.5087
O -0.7575 -0.9114 -1.3419
C -1.3493 1.2877 -0.6000
N -0.3490 2.3382 -0.8710
H 1.1025 -2.6003 2.0308
H -0.3098 -2.3075 1.3908
H 1.7354 -1.6199 -0.4619
H 2.2188 -0.9926 1.1568
H 0.6573 0.6915 0.8792
H -1.9785 1.5255 0.2489
H -2.0060 1.0644 -1.4316
H -0.8378 3.2222 -0.8915
H 0.1006 2.1988 -1.7615
*
```

Löwdin analysis output, partial charges in e: -0.0097 -0.2621 0.0435 -0.4898 0.0632 -0.1792 0.0031 0.0479 0.0632 0.1253 0.1216 0.1234 0.1119 0.1023 0.0628 0.0725



ORCA calculation (ωB97M-V/def2-TZVPD) on a single C5H7N3O molecule.

Output
Frontier orbital gap (alpha / beta), eV: 8.09 / 8.58
DFT total energy, Ha: -434.013808
ΔE to the lowest compared entry with this formula, charge and spin, kcal per mole: 144.6

```
! RIJCOSX wB97M-V def2-TZVPD def2/J DEFGRID3
* xyz 0 1
C 0.2033 0.5750 -0.0367
C -1.2302 0.8776 0.0013
C 0.6741 -0.6190 0.4090
C -1.6032 2.1574 -0.8337
C 2.1297 -0.8808 0.2743
N -2.0671 0.1286 0.4909
N -0.0988 -2.7164 0.9211
N -0.2595 -1.5033 0.8131
O -0.7332 -3.7257 1.1569
H 0.8277 1.4189 -0.4215
H -1.5297 1.9044 -1.9223
H -2.6410 2.3854 -0.6146
H -0.9419 2.9411 -0.7510
H 2.3083 -1.1223 -0.7543
H 2.6335 0.0401 0.4453
H 2.3281 -1.8610 0.8222
*
```

Löwdin analysis output, partial charges in e: -0.0181 -0.4745 -0.3374 -0.0320 -0.0304 0.2236 -0.0823 0.1111 0.0596 0.1294 0.0953 0.0695 0.0313 0.0769 0.0721 0.1058



ORCA calculation (ωB97M-V/def2-TZVPD) on a gas-phase ion, C5H10NS4 (charge +1).

Output
Frontier orbital gap (alpha / beta), eV: 6.31 / 5.79
DFT total energy, Ha: -1843.559392
Expectation value of S²: 2.01
ΔE to the lowest compared entry with this formula, charge and spin, kcal per mole: 45.3

```
! RIJCOSX wB97M-V def2-TZVPD def2/J DEFGRID3
* xyz 1 3
C -0.7251 -1.2849 0.5142
C -1.5137 -0.1784 -0.3299
C 0.7895 -0.8846 0.2923
C 0.8975 0.5678 -0.3321
C 1.9028 1.6714 0.0007
N -0.5074 1.0050 -0.4612
S 1.0858 -0.6456 -1.6696
S -1.0991 -2.8742 -0.2143
S -3.1454 0.4195 0.1535
S 1.9309 -1.9203 1.1123
H -0.9216 -1.1371 1.5669
H -1.7779 -0.4579 -1.3962
H 2.1365 2.3129 -0.9069
H 2.7263 1.2649 0.5146
H 1.4326 2.2877 0.7342
H -0.6844 1.4295 -1.3671
H -0.8144 1.7716 0.1882
H -0.9487 -2.3105 -1.4097
H -3.5239 -0.1273 1.4127
H 2.7596 -0.9093 1.5973
*
```

Löwdin analysis output, partial charges in e: -0.6931 -0.6692 -0.9530 -0.6811 -0.0142 0.0235 0.9241 0.8229 0.7971 0.9052 0.1017 0.0888 0.1254 0.0628 0.0768 0.1626 0.1773 -0.1405 -0.0503 -0.0667



ORCA calculation (ωB97M-V/def2-TZVPD) on 2 unconnected molecules or ions with the total composition C2H5O2.

Output
Frontier orbital gap, eV: 7.12
DFT total energy, Ha: -229.692107
ΔE to the lowest compared entry with this formula, charge and spin, kcal per mole: 20.7

```
! RIJCOSX wB97M-V def2-TZVPD def2/J DEFGRID3
* xyz -1 1
O -0.0188 -2.8765 0.7049
H 0.4814 -2.1663 0.2475
O 0.5202 -0.4222 -0.3819
C -0.1049 0.6556 -0.1342
C 0.2467 1.9405 -0.4239
H -1.0919 0.5531 0.3785
H 1.2477 2.2040 -0.7439
H -0.3564 2.7738 -0.1063
H -0.9239 -2.6620 0.4593
*
```

Löwdin analysis output, partial charges in e: -0.1267 -0.0109 -0.2197 -0.5581 -0.1292 0.0706 -0.0065 -0.0276 0.0083



ORCA calculation (ωB97M-V/def2-TZVPD) on a molecular structure, C17H35FILiP.

Output
Frontier orbital gap, eV: 7.03
DFT total energy, Ha: -1414.913308

```
! RIJCOSX wB97M-V def2-TZVPD def2/J DEFGRID3
* xyz 1 1
C 2.9354 -2.6510 0.8664
C 3.9958 -3.1822 -0.1167
C 5.1026 -2.1483 -0.4427
C 4.5814 -1.1016 -1.4833
C 4.5620 0.3510 -0.9363
C 3.1126 0.8987 -0.7808
C 3.1987 2.3066 -0.1505
C 2.0054 2.7089 0.7705
C 0.6784 2.0103 0.4444
C -0.0349 2.5887 -0.7924
C -1.2880 1.7966 -1.2311
C -2.2924 1.5482 -0.0812
P -2.9678 -0.1989 -0.1920
C -2.8527 -1.0359 1.4798
C -2.8670 -0.1442 2.7442
F -1.7250 -1.8207 1.5222
C -4.8148 -0.1068 -0.5112
I -5.9179 0.8014 1.1184
C -5.2690 -1.5343 -0.8743
C -6.7954 -1.7038 -1.0896
H 3.3354 -1.9238 1.5803
H 2.1052 -2.1845 0.3223
H 2.5040 -3.4765 1.4422
H 3.5204 -3.4605 -1.0639
H 4.4677 -4.0940 0.2667
H 5.9804 -2.6561 -0.8513
H 5.4002 -1.6600 0.4916
H 3.5819 -1.4203 -1.7989
H 5.2283 -1.1484 -2.3646
H 5.1578 1.0407 -1.5430
H 5.0160 0.3385 0.0617
H 2.5946 0.1677 -0.1549
H 2.7033 0.9399 -1.7964
H 3.3512 3.0892 -0.8997
H 4.1018 2.3167 0.4709
H 2.2818 2.5085 1.8124
H 1.8903 3.7979 0.6976
H 0.0043 2.2014 1.3231
H 0.7602 0.9209 0.3935
H -0.2802 3.6498 -0.6674
H 0.6766 2.5389 -1.6265
H -0.9968 0.8790 -1.7504
H -1.7955 2.4007 -1.9923
H -1.8216 1.7771 0.8805
H -3.1204 2.2595 -0.2061
H -3.7101 -1.7102 1.5644
H -2.8511 0.9324 2.5362
H -2.0558 -0.4589 3.4143
H -3.7903 -0.3185 3.3010
H -4.9397 0.5428 -1.3821
H -4.9292 -2.2802 -0.1516
H -4.7773 -1.7811 -1.8229
H -7.0489 -1.7512 -2.1525
H -7.0842 -2.6747 -0.6769
H -7.4055 -0.9190 -0.6400
Li -1.4023 2.2334 2.7189
*
```

Löwdin analysis output, partial charges in e: -0.1120 -0.2607 -0.2030 -0.1865 -0.2037 -0.2061 -0.1870 -0.1914 -0.2257 -0.1889 -0.2535 -0.3644 1.0251 -0.5350 -0.1236 -0.0611 -0.8728 0.8586 -0.3696 -0.1221 0.0687 0.0572 0.0674 0.1010 0.1010 0.1026 0.0960 0.0984 0.1040 0.1131 0.0981 0.0880 0.1165 0.1147 0.1058 0.1059 0.1121 0.0359 0.1138 0.1223 0.1194 0.0941 0.1137 -0.0185 0.0797 0.1003 -0.0114 0.0902 0.0627 0.0540 0.0878 0.1064 0.0755 0.0768 0.0175 0.8127



ORCA calculation (ωB97M-V/def2-TZVPD) on a single C6H11N2O2P molecule.

Output
Frontier orbital gap, eV: 9.44
SMILES: OC[C@@](O)(P)Cn1ccnc1
DFT total energy, Ha: -836.476468
ΔE to the lowest compared entry with this formula, charge and spin, kcal per mole: 51.9

```
! RIJCOSX wB97M-V def2-TZVPD def2/J DEFGRID3
* xyz 0 1
O -2.3041 -1.1019 1.3550
C -1.3306 -1.2254 0.2538
C -1.0836 0.1636 -0.3268
O -1.0873 -0.0142 -1.7361
P -2.6702 1.1398 0.1597
C 0.1499 1.0475 0.3006
N 1.3909 0.3576 0.3624
C 1.9638 -0.4232 -0.6579
C 3.2709 -0.5800 -0.2928
N 3.5290 0.0587 0.8806
C 2.3994 0.6410 1.2857
H -2.6143 -1.9159 1.5654
H -1.7074 -1.8902 -0.6103
H -0.4058 -1.6502 0.6157
H -1.1344 0.8481 -2.1703
H -2.5524 1.8037 -1.1011
H -3.4965 0.3366 -0.5770
H 0.2897 1.8415 -0.4524
H -0.2012 1.1668 1.3795
H 1.2427 -0.6959 -1.5789
H 4.1379 -1.0848 -0.8884
H 2.2134 1.1767 2.2336
*
```

Löwdin analysis output, partial charges in e: -0.1270 -0.1962 -0.6845 -0.1137 0.9193 -0.1260 -0.1402 -0.0767 -0.1978 0.0217 -0.1416 0.0278 0.1543 0.1056 0.0786 -0.0953 -0.0980 0.1334 0.1398 0.1599 0.1279 0.1287



ORCA calculation (ωB97M-V/def2-TZVPD) on 2 unconnected molecules or ions with the total composition C6H6OS.

Output
Frontier orbital gap (alpha / beta), eV: 7.04 / 7.46
SMILES: SC1=C=CC=C1.C=O
DFT total energy, Ha: -705.414079
ΔE to the lowest compared entry with this formula, charge and spin, kcal per mole: 133.1

```
! RIJCOSX wB97M-V def2-TZVPD def2/J DEFGRID3
* xyz 0 1
S 2.9097 0.6601 -1.3042
C 1.2889 0.0480 -1.0679
C 0.1022 0.6855 -0.5250
C -1.1043 0.0523 -0.6524
C -0.5031 -1.2589 -0.9370
C 0.8765 -1.2276 -1.1516
H 3.4010 -0.6330 -1.8501
H -1.8820 0.4429 -0.1451
H -0.9179 -2.1708 -0.5774
H 1.4313 -2.1279 -1.2798
C -0.0742 1.1018 2.3904
O 1.0936 1.4372 2.3172
H -0.2858 0.0943 2.8984
H -0.9058 1.8429 2.1942
*
```

Löwdin analysis output, partial charges in e: 0.7783 -0.6832 0.0252 -0.0692 -0.0591 -0.1884 -0.0291 0.0496 0.0989 0.1000 -0.1702 -0.0448 0.0999 0.0919



ORCA calculation (ωB97M-V/def2-TZVPD) on 2 unconnected molecules or ions with the total composition C4H11NO2.

Output
Frontier orbital gap, eV: 9.70
SMILES: C=COCN.CO
DFT total energy, Ha: -364.112548
ΔE to the lowest compared entry with this formula, charge and spin, kcal per mole: 97.7

```
! RIJCOSX wB97M-V def2-TZVPD def2/J DEFGRID3
* xyz 0 1
C -1.3254 -0.7994 -0.9224
C -1.2095 -0.7936 0.4508
O -1.7498 0.2611 1.1761
C -0.7761 1.1697 1.7388
N -0.1118 2.0246 0.8093
H -1.6075 0.0916 -1.4611
H -1.1802 -1.7087 -1.4848
H -1.1901 -1.7363 0.9959
H -1.3518 1.7707 2.4437
H -0.0248 0.5870 2.2843
H -0.7706 2.6018 0.3006
H 0.4422 1.4927 0.1431
C 2.1437 -0.8691 -1.3327
O 0.9236 -0.3740 -0.8336
H 2.9788 -0.5789 -0.6850
H 2.3235 -0.4219 -2.3149
H 2.1411 -1.9617 -1.4458
H 0.3445 -0.7557 0.1378
*
```

Löwdin analysis output, partial charges in e: 0.0932 -0.2917 -0.1260 -0.2909 0.0417 0.0882 0.0825 0.1279 0.1185 0.1215 0.0774 0.0452 -0.1728 -0.2913 0.0728 0.0772 0.0730 0.1537



What max |F| values result from the calculations? In sequence: 0.037 0.070 0.081 0.012 0.033 0.095 0.104 0.080 hartree/bohr.